Entry 1:
ORCA calculation (ωB97M-V/def2-TZVPD) on a structure of composition C38H45AuN4O3S2Te at a distorted geometry.

Each line ends with the Löwdin spin population.
Positions of all 94 atoms, in Å:
Au 1.2411 1.2230 1.3210  0.0606
C 1.2630 4.4765 1.4247  0.0002
C 2.3250 3.4309 1.5764  0.0003
C 2.7635 2.6583 0.4765  0.0020
C 3.8551 1.7714 0.6185  0.0023
C 4.3138 0.9530 -0.5466  0.0001
C 4.4630 1.6536 1.8574  0.0025
C 4.0444 2.4032 2.9538  0.0013
C 4.7173 2.2377 4.2801  0.0003
C 2.9872 3.2868 2.7981  0.0028
H 0.4617 4.3053 2.1410  -0.0001
H 0.8416 4.4698 0.4232  0.0000
H 1.6749 5.4654 1.6219  0.0001
H 2.4049 2.8893 -0.5180  0.0004
H 3.7794 0.0010 -0.5543  0.0001
H 5.3795 0.7439 -0.4826  0.0000
H 4.1030 1.4624 -1.4837  0.0000
H 5.2926 0.9718 1.9728  0.0000
H 4.1762 1.4963 4.8717  0.0001
H 4.7311 3.1727 4.8354  0.0000
H 5.7413 1.8930 4.1577  0.0000
H 2.6808 3.9021 3.6311  0.0001
C 1.8673 -1.7099 2.9630  0.0299
C 1.1100 -1.8229 1.6652  0.0534
O 0.7031 -2.9437 1.2963  0.1195
N 0.9262 -0.7825 0.8994  0.3435
Te -0.1484 -1.7143 -0.7580  0.7072
C -0.7736 -2.8249 -2.6456  0.3178
C -1.6699 -2.2263 -3.5166  0.0454
C -2.3701 -0.9551 -3.1567  0.0168
C -1.9166 -2.8534 -4.7327  0.0159
C -1.3179 -4.0610 -5.0603  0.0012
C -1.6244 -4.7496 -6.3526  0.0007
C -0.4466 -4.6417 -4.1486  0.0123
C -0.1695 -4.0451 -2.9240  0.0372
C 0.7683 -4.7273 -1.9756  0.0185
C 0.4922 -0.0287 -1.9168  0.0208
C -0.0847 1.2350 -1.7833  0.0050
C -1.3013 1.4708 -0.9371  0.0133
C 0.4529 2.2949 -2.5100  -0.0011
C 1.5448 2.1306 -3.3482  0.0027
C 2.1287 3.2700 -4.1231  0.0005
C 2.0932 0.8615 -3.4706  0.0005
C 1.5786 -0.2214 -2.7758  0.0097
C 2.2009 -1.5667 -2.9798  0.0306
H 2.6178 -2.4972 2.9772  0.0012
H 1.1647 -1.8953 3.7736  0.0026
H 2.3297 -0.7307 3.0711  -0.0004
H -2.3826 -0.8490 -2.0695  0.0088
H -3.3934 -0.9654 -3.5283  0.0010
H -1.8547 -0.1018 -3.6014  -0.0002
H -2.6074 -2.3937 -5.4248  0.0028
H -2.3287 -4.1735 -6.9443  0.0001
H -2.0562 -5.7308 -6.1666  0.0000
H -0.7174 -4.8972 -6.9353  0.0001
H 0.0175 -5.5886 -4.3834  0.0020
H 0.5419 -5.7913 -1.9238  0.0002
H 0.6886 -4.2991 -0.9723  0.0106
H 1.7970 -4.6298 -2.3272  -0.0002
H -1.5782 0.5677 -0.3923  0.0103
H -2.1423 1.7794 -1.5615  0.0009
H -1.1311 2.2627 -0.2071  0.0001
H 0.0009 3.2723 -2.4241  0.0000
H 1.6127 4.1991 -3.9026  0.0000
H 2.0462 3.0754 -5.1911  0.0002
H 3.1868 3.3883 -3.8907  0.0001
H 2.9402 0.7054 -4.1238  0.0005
H 3.2556 -1.4691 -3.2308  0.0018
H 1.7025 -2.0858 -3.8003  0.0001
H 2.0902 -2.1702 -2.0717  0.0203
N -7.3226 1.3182 3.8834  0.0084
C -6.2617 0.6366 3.3897  0.0075
C -5.8570 0.8156 2.0571  -0.0021
C -4.7122 0.2157 1.5855  0.0064
C -3.9789 -0.6037 2.4295  0.0138
C -4.3849 -0.8377 3.7329  0.0058
C -5.5188 -0.2249 4.2144  0.0078
S -2.3946 -1.2078 1.9082  0.0320
O -1.9031 -2.2024 2.8105  0.0097
O -2.4509 -1.5266 0.4896  0.1087
N -1.4497 0.1262 2.0001  0.2919
C -0.9273 0.4846 3.1202  0.0156
S -1.3701 -0.1618 4.7140  0.0913
C -0.1860 0.8692 5.4186  0.2305
C 0.4531 1.5990 4.4672  0.0668
N 0.0335 1.4021 3.2000  0.1577
H -7.9104 1.8507 3.2663  0.0002
H -7.6590 1.1141 4.8058  0.0002
H -6.4475 1.4373 1.4043  -0.0002
H -4.3782 0.3530 0.5699  0.0000
H -3.8049 -1.5141 4.3418  0.0005
H -5.8370 -0.3995 5.2295  0.0002
H -0.0442 0.8999 6.4788  0.0091
H 1.2285 2.3188 4.6491  0.0003

Output
orbital gap (alpha / beta)	0.289 / 0.172	Eh
charge	+1
2S+1	4
expectation value of S²	3.792
highest occupied orbital energy (alpha / beta)	-9.74 / -10.19	eV
energy	-3119.494719	a.u.



Entry 2:
ORCA calculation (ωB97M-V/def2-TZVPD) on a cluster of 2 separate species, C2H3N2O2S in total at a distorted geometry.

Each line ends with the natural charge from an NBO analysis.
Positions of all 10 atoms, in Å:
C 0.5560 -0.0098 -0.0027  -0.3125
C -2.2177 -0.9993 0.4942  0.2554
N 1.8334 -0.0748 -0.0367  -0.1104
N 2.8052 -0.7004 -0.4125  0.2942
O 3.9052 -1.1457 -0.4070  -0.3915
O -1.8058 -0.7366 1.6281  -0.6489
S -3.1431 0.3869 -0.5079  -0.6972
H -0.2766 0.3444 -0.8983  0.2311
H -1.9616 -1.6983 -0.3573  0.1347
H -0.1054 -0.2804 0.7862  0.2451

Output
orbital gap	0.241	Eh
charge	-1
highest occupied orbital energy	-3.41	eV
energy	-735.985511	a.u.



Entry 3:
ORCA calculation (ωB97M-V/def2-TZVPD) on a cluster of 2 separate species, C4H7BN2O in total at a distorted geometry.

Each line ends with the natural charge from an NBO analysis.
Positions of all 15 atoms, in Å:
B -1.1060 0.4356 1.4606  1.1698
C 2.8380 -0.3769 -0.6917  -0.1376
C 1.4961 -2.0335 -0.7021  -0.1705
C 1.6105 -0.7756 -0.2094  -0.2703
C -1.2844 1.4493 0.2847  -1.1046
N 3.4236 -1.2987 -1.4637  -0.2916
N 2.6221 -2.3727 -1.4218  -0.3727
O -1.8255 -0.2616 2.3356  -0.9306
H 3.2428 0.5202 -0.4267  0.1848
H 0.7824 -2.8824 -0.6984  0.1889
H -1.3538 1.0289 -0.7024  0.2893
H -0.4941 2.2647 0.2157  0.2856
H -2.2172 1.9430 0.4467  0.2500
H 2.5764 -2.9007 -2.2995  0.3928
H -2.7575 0.1372 2.5514  0.5169

Output
orbital gap (alpha / beta)	0.253 / 0.110	Eh
highest occupied orbital energy (alpha / beta)	-7.85 / -5.65	eV
energy	-365.990647	a.u.



Entry 4:
ORCA calculation (ωB97M-V/def2-TZVPD) on the molecule C18H21NOS2.

Each line ends with the natural charge from an NBO analysis.
Positions of all 43 atoms, in Å:
C 4.4377 2.7477 -0.8368  -0.6258
C 3.9940 1.3771 -0.4254  -0.0274
C 3.3195 1.1917 0.7761  -0.1866
C 2.8979 -0.0607 1.1783  -0.2267
C 3.1322 -1.1552 0.3594  -0.1969
S 2.5986 -2.7975 0.7841  0.2338
C 1.0673 -2.4647 1.7154  -0.6253
C 0.1884 -1.4271 1.0307  0.6833
O -0.3225 -0.5168 1.6444  -0.6246
N 0.0554 -1.6215 -0.2943  -0.6230
C -0.7793 -0.8000 -1.1297  -0.2462
C -1.8789 -1.6209 -1.7955  -0.5323
S -2.9604 -2.4574 -0.5876  0.1782
C -4.2900 -1.2077 -0.3888  -0.5513
C -3.7709 0.0930 0.1260  0.0412
C -3.3203 0.1972 1.4373  -0.2245
C -2.7964 1.3869 1.9046  -0.1704
C -2.7177 2.4873 1.0671  -0.2214
C -3.1715 2.3952 -0.2373  -0.2110
C -3.6943 1.2030 -0.7070  -0.2596
C 3.8158 -0.9907 -0.8372  -0.1697
C 4.2455 0.2660 -1.2196  -0.2149
H 5.1676 3.1372 -0.1277  0.2203
H 4.8901 2.7315 -1.8250  0.2135
H 3.5908 3.4325 -0.8504  0.2198
H 3.1212 2.0421 1.4122  0.2110
H 2.3845 -0.1691 2.1198  0.2268
H 1.3036 -2.1437 2.7297  0.2390
H 0.5466 -3.4225 1.7588  0.2525
H 0.5082 -2.4195 -0.7161  0.4010
H -0.1701 -0.3195 -1.9063  0.1954
H -1.2048 -0.0283 -0.4842  0.2471
H -2.5019 -0.9911 -2.4277  0.2236
H -1.4437 -2.4181 -2.3995  0.2189
H -4.9782 -1.6740 0.3160  0.2357
H -4.7791 -1.0996 -1.3577  0.2170
H -3.3639 -0.6675 2.0823  0.2169
H -2.4369 1.4504 2.9194  0.2161
H -2.3016 3.4156 1.4294  0.2119
H -3.1149 3.2511 -0.8944  0.2113
H -4.0485 1.1358 -1.7271  0.2059
H 4.0061 -1.8508 -1.4615  0.2097
H 4.7751 0.3830 -2.1542  0.2080

Output
orbital gap	0.326	Eh
highest occupied orbital energy	-8.24	eV
energy	-1624.901933	a.u.
structure (SMILES)	Cc1ccc(SCC(=O)NCCSCc2ccccc2)cc1



Entry 5:
ORCA calculation (ωB97M-V/def2-TZVPD) on the ion ClHNO3P with charge -2 at a distorted geometry.

Each line ends with the natural charge from an NBO analysis.
Positions of all 7 atoms, in Å:
O 0.0487 0.7006 -1.3806  -1.2699
P 0.8539 0.1145 -0.2345  2.4329
O 1.7775 -0.9915 -0.5580  -1.2242
O 1.2451 1.1719 0.7915  -1.2312
N -0.9392 -0.7930 0.5856  -0.9881
Cl -1.7394 0.6005 1.1739  -0.0567
H -1.2465 -0.8030 -0.3778  0.3372

Output
orbital gap	0.226	Eh
charge	-2
highest occupied orbital energy	0.43	eV
energy	-1082.646119	a.u.
structure (SMILES)	O=P([O-])([O-])NCl



Entry 6:
ORCA calculation (ωB97M-V/def2-TZVPD) on the molecule C4H9NO2.

Each line ends with the natural charge from an NBO analysis.
Positions of all 16 atoms, in Å:
N 1.4525 0.4498 0.9643  -0.8440
C 1.3930 -0.8631 0.6278  0.6718
O 2.3498 -1.6122 0.7481  -0.6330
C 0.0771 -1.3980 0.0620  -0.5037
C -1.1215 -0.4680 -0.1818  -0.4360
C -0.8543 0.8585 -0.9004  -0.0777
O -0.7929 1.8892 0.0921  -0.7375
H 2.3485 0.7889 1.2759  0.3988
H 0.6731 1.0944 0.8712  0.4198
H 0.3594 -1.8980 -0.8723  0.2306
H -0.2334 -2.2055 0.7369  0.2399
H -1.8492 -1.0402 -0.7688  0.2206
H -1.6224 -0.2227 0.7621  0.2229
H 0.0813 0.8108 -1.4798  0.1724
H -1.6683 1.0865 -1.5974  0.1758
H -0.5926 2.7298 -0.3399  0.4794

Output
orbital gap	0.370	Eh
highest occupied orbital energy	-9.44	eV
energy	-363.061503	a.u.
structure (SMILES)	NC(=O)CCCO



> Number 2 is which compound?

C2H3N2O2S



> What is the formula in the fourth record?

C18H21NOS2



> What is the energy in the sixth record?

-363.061503 a.u.



> Look up the energy of the sixth one.

-363.061503 a.u.